# 1
{
  "formula": "C12H16OSi",
  "method": "ωB97M-V/def2-TZVPD",
  "symbols": ["C", "Si", "C", "C", "C", "C", "C", "C", "C", "C", "C", "C", "C", "O", "H", "H", "H", "H", "H", "H", "H", "H", "H", "H", "H", "H", "H", "H", "H", "H"],
  "xyz": [[0.04435, 1.07238, -2.56622], [0.04279, 0.23707, -0.44464], [-1.77834, 0.16103, 0.05975], [-2.44406, 1.33317, 0.41484], [-3.79022, 1.31965, 0.73102], [-4.49962, 0.13054, 0.70396], [-3.85184, -1.04340, 0.35775], [-2.50728, -1.02546, 0.03430], [0.98316, -1.40543, -0.20926], [1.91714, -1.31626, 1.00037], [2.86397, -0.12243, 0.87642], [2.23530, 1.19781, 1.31556], [0.95417, 1.57540, 0.60755], [0.49101, 2.69008, 0.71673], [-0.74827, 1.80190, -2.59919], [1.00594, 1.52582, -2.75147], [-0.14179, 0.25767, -3.25230], [-1.89340, 2.26241, 0.44394], [-4.28747, 2.24177, 0.99578], [-5.55231, 0.12067, 0.95163], [-4.39874, -1.97574, 0.33314], [-2.02280, -1.94982, -0.24612], [1.57200, -1.63892, -1.09593], [0.29290, -2.23750, -0.07155], [2.50122, -2.23810, 1.07522], [1.32692, -1.22711, 1.91646], [3.18633, -0.04089, -0.16721], [3.75717, -0.29161, 1.48480], [2.95084, 2.01812, 1.18738], [1.99469, 1.16069, 2.38604]],
  "mulliken_charge": [-1.221, 0.245, 0.511, -0.395, -0.626, -0.366, -0.601, -0.318, -0.669, -0.749, -0.602, -0.545, 0.436, -0.577, 0.325, 0.371, 0.368, 0.391, 0.374, 0.373, 0.367, 0.223, 0.385, 0.358, 0.370, 0.348, 0.300, 0.333, 0.315, 0.274],
  "orbital_gap_ev": 9.198,
  "smiles": "C[Si@@]1(c2ccccc2)CCCCC1=O",
  "relative_energy_kj_mol": 0.0,
  "fmax_ha_per_bohr": 0.0645,
  "molar_mass_g_mol": 204.35,
  "total_charge": 0,
  "total_energy_ha": -831.57762
}

***

# 2
{
  "formula": "C26H35CrN4O2PS8",
  "method": "ωB97M-V/def2-TZVPD",
  "symbols": ["Cr", "S", "C", "S", "C", "C", "S", "S", "S", "O", "S", "O", "N", "C", "S", "C", "C", "C", "C", "C", "C", "H", "H", "H", "H", "C", "C", "C", "C", "P", "N", "C", "C", "C", "C", "C", "C", "C", "C", "H", "H", "H", "H", "H", "H", "H", "H", "H", "H", "H", "H", "H", "H", "H", "H", "H", "H", "H", "H", "H", "H", "H", "H", "H", "H", "H", "S", "C", "N", "C", "C", "C", "N", "H", "H", "H", "H"],
  "xyz": [[-0.16409, -0.46659, -0.02959], [-6.84492, -1.30618, 2.66981], [-5.35248, -1.08916, 1.95717], [-4.42220, -2.35923, 1.27563], [-3.09080, -1.40759, 0.66186], [-3.15863, -0.08167, 0.91202], [-1.96617, 1.07140, 0.39324], [-4.57278, 0.43165, 1.80464], [-1.79530, -2.17563, -0.20814], [5.45178, -0.85374, -3.24863], [5.06608, -0.93626, -1.85032], [5.83168, -0.08429, -0.96862], [3.46051, -0.72530, -1.68630], [2.78072, -1.89010, -1.39605], [1.06779, -2.00365, -1.50715], [3.65927, -2.97048, -1.13886], [3.37920, -4.29973, -0.75685], [4.42481, -5.15957, -0.51407], [5.76940, -4.75429, -0.64547], [6.06226, -3.45774, -1.04655], [5.01322, -2.59515, -1.29200], [2.34819, -4.61021, -0.64034], [4.21070, -6.17672, -0.20468], [6.56922, -5.45376, -0.43633], [7.08674, -3.12386, -1.16350], [2.09805, 1.59667, 3.57704], [1.02400, 0.62680, 4.09162], [1.19378, 0.47046, 5.60588], [-0.31487, 1.31966, 3.79701], [1.11090, -0.96133, 3.04945], [0.56417, -0.71944, 1.64756], [2.93585, -1.48864, 2.97304], [3.73709, -1.43149, 4.27785], [3.63162, -0.61919, 1.91248], [2.99212, -2.92326, 2.42974], [0.11631, -2.31421, 3.95480], [-1.27348, -1.74686, 4.28167], [-0.14808, -3.46325, 2.96770], [0.72980, -2.89381, 5.23342], [1.89667, 2.58708, 3.99943], [2.06370, 1.68150, 2.48946], [3.10500, 1.31132, 3.87740], [1.21849, 1.46940, 6.05734], [2.12045, -0.03599, 5.87792], [0.36330, -0.06748, 6.06153], [-0.28562, 2.32396, 4.23618], [-1.17429, 0.80345, 4.21519], [-0.47447, 1.41370, 2.72367], [3.85745, -0.41310, 4.64682], [4.74112, -1.82437, 4.08134], [3.29784, -2.03383, 5.07345], [3.91104, 0.36448, 2.28394], [2.99643, -0.48155, 1.03748], [4.55124, -1.11564, 1.59092], [2.70096, -3.66440, 3.17299], [4.02060, -3.14506, 2.12696], [2.35950, -3.02941, 1.54762], [-1.71827, -1.27709, 3.40157], [-1.25801, -1.02773, 5.09906], [-1.92391, -2.57348, 4.58552], [-0.49690, -3.07959, 2.01070], [-0.93214, -4.10260, 3.39005], [0.72341, -4.08611, 2.79097], [0.95414, -2.13559, 5.98289], [1.64226, -3.45324, 5.03014], [0.01210, -3.59436, 5.67647], [1.12026, 1.71612, -0.31421], [1.39481, 2.03840, -1.98042], [2.22574, 1.21584, -2.66291], [2.46517, 1.40613, -3.94987], [1.89053, 2.45593, -4.63307], [1.08055, 3.28908, -3.86871], [0.82957, 3.10728, -2.58637], [2.87980, 0.20489, -2.09014], [3.14763, 0.69425, -4.40558], [2.06777, 2.62853, -5.68412], [0.60719, 4.15655, -4.32350]],
  "mulliken_charge": [1.434, -0.370, 0.093, -0.102, 0.245, 0.192, -0.595, -0.111, -0.652, -0.718, 1.103, -0.699, 0.207, 0.255, -0.623, 0.167, -0.591, -0.521, -0.594, -0.620, 0.056, 0.448, 0.357, 0.364, 0.409, -1.994, 2.250, -2.117, -1.535, -0.233, 0.143, 2.645, -2.093, -1.825, -2.053, 2.512, -1.953, -1.714, -1.959, 0.688, 0.187, 0.274, 0.542, 0.260, 0.285, 0.540, 0.317, -0.016, 0.291, 0.537, 0.269, 0.185, -0.059, 0.703, 0.326, 0.630, 0.282, 0.205, 0.237, 0.665, 0.073, 0.557, 0.262, 0.243, 0.283, 0.526, -0.438, 0.196, -0.144, -0.038, -0.838, -0.002, -0.578, 0.202, 0.409, 0.356, 0.376],
  "orbital_gap_ev": [5.075, 6.154],
  "s2": 6.0746,
  "multiplicity": 5,
  "relative_energy_kj_mol": 24.6,
  "fmax_ha_per_bohr": 0.0170,
  "molar_mass_g_mol": 775.10,
  "total_charge": -2,
  "total_energy_ha": -5952.72741
}

***

# 3
{
  "formula": "C24H20F3I2N3O3SSiV",
  "method": "ωB97M-V/def2-TZVPD",
  "symbols": ["V", "I", "C", "C", "C", "I", "C", "C", "C", "C", "N", "C", "C", "O", "H", "H", "H", "H", "F", "C", "F", "F", "C", "C", "C", "C", "N", "C", "S", "H", "H", "H", "O", "C", "C", "C", "C", "O", "N", "H", "H", "H", "H", "C", "Si", "C", "C", "C", "C", "H", "H", "H", "H", "H", "H", "H", "H", "H"],
  "xyz": [[-0.07813, -0.25974, -0.15782], [-2.50846, -3.09436, 3.14376], [-2.19722, -1.04957, 3.33865], [-2.56351, -0.38447, 4.51138], [-2.39311, 0.97744, 4.64097], [-3.00674, 1.87381, 6.43341], [-1.82976, 1.75794, 3.59562], [-1.63290, 3.15373, 3.58951], [-1.05980, 3.75348, 2.50320], [-0.65750, 2.97619, 1.40526], [-0.82667, 1.68216, 1.37238], [-1.41248, 1.07097, 2.42552], [-1.61758, -0.36019, 2.25394], [-1.28876, -0.87888, 1.15860], [-2.98795, -0.95023, 5.32985], [-1.94705, 3.74275, 4.44245], [-0.90671, 4.82562, 2.48629], [-0.18083, 3.41409, 0.53588], [0.12912, 2.05096, -5.58510], [0.47010, 2.68488, -4.43965], [1.30759, 3.68112, -4.84053], [-0.62359, 3.28784, -3.99993], [1.14712, 1.76855, -3.46161], [2.48286, 1.49297, -3.70126], [3.17672, 0.63236, -2.87101], [2.49617, 0.08916, -1.79577], [1.22264, 0.34032, -1.54477], [0.48203, 1.14617, -2.37843], [-1.18513, 1.19786, -1.93333], [2.97725, 1.95682, -4.54546], [4.21639, 0.38754, -3.04406], [2.97914, -0.58549, -1.09821], [1.47326, -2.75279, 2.00921], [1.89509, -1.61684, 2.02567], [2.98820, -1.17459, 2.99905], [3.14622, 0.31011, 2.72935], [2.21914, 0.56307, 1.54374], [2.14745, 1.65665, 1.00314], [1.51215, -0.57002, 1.19970], [3.88808, -1.75211, 2.77852], [2.67844, -1.42181, 4.01429], [4.15802, 0.61900, 2.46359], [2.81381, 0.93982, 3.55639], [-2.18296, -2.64598, -4.80171], [-1.60342, -3.68160, -3.36546], [-3.10088, -4.54344, -2.65135], [-0.49642, -5.01746, -4.06537], [-0.79353, -2.69878, -2.15142], [-0.37073, -1.88921, -1.31096], [-2.64092, -3.25818, -5.58961], [-1.34259, -2.09023, -5.22990], [-2.91464, -1.90872, -4.45544], [-3.53071, -5.27331, -3.34972], [-3.86951, -3.80517, -2.39919], [-2.82584, -5.05967, -1.72602], [-1.04251, -5.65392, -4.77347], [-0.10641, -5.64733, -3.25914], [0.35805, -4.57213, -4.58562]],
  "mulliken_charge": [0.149, 0.003, -0.790, -0.390, -0.170, -0.063, 0.797, -0.699, -0.991, -0.303, -0.169, 0.532, 0.391, -0.229, 0.308, 0.166, 0.352, 0.439, -0.278, 0.648, -0.308, -0.247, 0.034, -0.332, -1.193, -0.139, 0.222, 0.420, -0.596, 0.381, 0.372, 0.476, -0.686, -0.068, -0.476, -0.595, 0.178, -0.629, 0.860, 0.225, 0.249, 0.274, 0.200, -0.908, -0.210, -0.980, -0.987, 0.588, -0.303, 0.263, 0.270, 0.278, 0.254, 0.284, 0.296, 0.253, 0.295, 0.282],
  "orbital_gap_ev": [3.872, 5.664],
  "s2": 3.7808,
  "multiplicity": 4,
  "relative_energy_kj_mol": 40.2,
  "fmax_ha_per_bohr": 0.0485,
  "molar_mass_g_mol": 820.34,
  "total_charge": -2,
  "total_energy_ha": -3843.41382
}

***

# 4
{
  "formula": "C6H12N2",
  "method": "ωB97M-V/def2-TZVPD",
  "symbols": ["C", "C", "C", "C", "C", "C", "N", "N", "H", "H", "H", "H", "H", "H", "H", "H", "H", "H", "H", "H"],
  "xyz": [[2.08187, -1.15889, -1.38445], [1.17087, -0.38703, -0.77993], [-0.25736, -0.28533, -0.99577], [-0.98878, -0.11507, 0.15212], [-0.85472, -0.99166, 1.37011], [-2.29041, 0.64195, 0.10832], [1.43933, 0.36887, 0.40658], [1.36663, 1.78596, 0.34831], [3.12712, -1.10268, -1.13248], [1.78312, -1.87524, -2.13141], [-0.63686, -0.03954, -1.97722], [0.10876, -1.51003, 1.37311], [-1.65879, -1.73272, 1.37242], [-0.95565, -0.40200, 2.28601], [-2.41856, 1.16916, -0.83574], [-3.13963, -0.02951, 0.21871], [-2.31545, 1.36305, 0.92136], [2.32941, 0.11663, 0.83188], [1.72175, 2.13878, -0.54760], [0.38736, 2.04530, 0.39565]],
  "mulliken_charge": [-1.101, 0.468, -0.728, 0.916, -1.184, -1.447, 0.053, -0.771, 0.272, 0.275, 0.350, 0.351, 0.369, 0.287, 0.349, 0.376, 0.362, 0.278, 0.260, 0.268],
  "orbital_gap_ev": 8.795,
  "smiles": "C=C(C=C(C)C)NN",
  "relative_energy_kj_mol": 270.1,
  "fmax_ha_per_bohr": 0.0535,
  "molar_mass_g_mol": 112.18,
  "total_charge": 0,
  "total_energy_ha": -345.22497
}

***

# 5
{
  "formula": "C11H13N3",
  "method": "ωB97M-V/def2-TZVPD",
  "symbols": ["N", "C", "C", "N", "C", "C", "C", "N", "C", "C", "C", "C", "C", "C", "H", "H", "H", "H", "H", "H", "H", "H", "H", "H", "H", "H", "H"],
  "xyz": [[-3.80528, -1.29684, 0.84080], [-3.88169, -0.43176, -0.42841], [-2.83501, 0.67885, -0.23846], [-1.55004, -0.01172, -0.31714], [-0.36928, 0.65250, -0.10979], [-0.23926, 2.03308, 0.13520], [1.10701, 2.53847, 0.02551], [2.17334, 1.84503, 0.15247], [2.15344, 0.49395, 0.12684], [3.28732, -0.38741, 0.20058], [3.16026, -1.72896, 0.13015], [1.93050, -2.32725, -0.23017], [0.87865, -1.49850, -0.31537], [0.88178, -0.10152, -0.11575], [-4.28566, -2.13822, 0.77021], [-4.35578, -0.73625, 1.61777], [-4.87188, 0.18303, -0.61504], [-3.77324, -1.08033, -1.38074], [-2.80771, 1.39907, -1.02163], [-2.98947, 1.23742, 0.68319], [-1.46000, -0.87285, 0.41327], [-1.18868, 2.55203, 0.06769], [1.28643, 3.63611, -0.02690], [4.32067, 0.03161, 0.32260], [4.10822, -2.17045, 0.06168], [1.92471, -3.38855, -0.20298], [-0.07618, -1.93664, -0.50394]],
  "mulliken_charge": [-0.581, -0.523, -0.886, -0.248, 0.301, -0.668, -0.309, -0.673, 0.288, -0.612, -0.368, -0.918, -0.431, 0.987, 0.212, 0.226, 0.283, 0.318, 0.557, 0.373, 0.409, 0.385, 0.360, 0.336, 0.382, 0.405, 0.396],
  "orbital_gap_ev": 8.897,
  "smiles": "NCCNc1ccnc2ccccc12",
  "relative_energy_kj_mol": 112.1,
  "fmax_ha_per_bohr": 0.0892,
  "molar_mass_g_mol": 187.25,
  "total_charge": 0,
  "total_energy_ha": -591.17407
}

***

# 6
{
  "formula": "C2H6BrOS",
  "method": "ωB97M-V/def2-TZVPD",
  "symbols": ["C", "C", "O", "S", "Br", "H", "H", "H", "H", "H", "H"],
  "xyz": [[0.25333, 0.16813, -1.47021], [0.40360, 0.10820, 1.45958], [-0.55448, -1.97326, -0.03127], [-0.54822, -0.43264, -0.02646], [-2.50743, 0.48907, -0.03936], [0.58858, 1.26066, -1.33502], [-0.32346, 0.01294, -2.27657], [1.14198, -0.32799, -1.61278], [0.37345, -0.77727, 2.16350], [-0.20593, 0.92203, 1.99995], [1.37860, 0.55012, 1.16865]],
  "mulliken_charge": [-0.993, -0.813, -0.486, 0.936, 0.071, 0.382, 0.435, 0.404, 0.344, 0.379, 0.341],
  "orbital_gap_ev": 10.355,
  "relative_energy_kj_mol": 30.0,
  "fmax_ha_per_bohr": 0.1068,
  "molar_mass_g_mol": 158.04,
  "total_charge": 1,
  "total_energy_ha": -3126.88655
}